Here is C10H10Br30 as an isolated structure from the Open Molecules 2025 dataset. Energies are from wB97M-V/def2-TZVPD.

```
50
Properties=species:S:1:pos:R:3:forces:R:3:mulliken_charge:R:1
C -24.262 11.633 -2.705 0.25 0.97 -1.52 -0.50
Br -22.309 11.904 -2.880 -0.98 -0.54 0.57 0.07
Br -24.849 9.942 -3.524 0.34 1.13 0.70 -0.01
Br -25.022 13.295 -3.701 0.14 -1.72 0.94 -0.09
H -24.588 11.685 -1.666 0.15 0.03 -0.34 0.49
C -19.422 9.029 -1.505 -0.69 0.78 -0.70 -0.02
Br -19.692 9.269 -3.468 0.13 -0.78 0.92 0.05
Br -20.946 8.057 -0.655 1.40 0.65 -0.66 -0.05
Br -19.240 10.848 -0.863 -0.18 -0.08 0.47 -0.06
H -18.423 8.623 -1.342 -0.59 -0.66 0.04 0.01
C -14.921 7.269 -1.375 0.33 -0.77 0.51 -0.35
Br -15.936 8.161 -2.688 -0.33 0.38 -0.60 0.12
Br -13.576 6.062 -2.227 -0.70 0.96 0.71 -0.05
Br -16.060 6.271 -0.160 0.02 -0.09 -0.17 -0.05
H -14.514 8.030 -0.709 0.63 -0.33 -0.51 0.33
C -17.096 8.913 -8.476 -1.21 -0.12 -0.85 -0.20
Br -17.805 8.045 -6.800 0.86 0.50 -1.51 -0.01
Br -18.472 10.262 -9.098 1.30 -0.99 0.49 0.00
Br -16.675 7.684 -10.043 -0.45 0.78 1.60 -0.06
H -16.154 9.430 -8.295 -0.36 -0.10 0.31 0.18
C -15.566 12.315 1.963 -0.39 -0.23 -1.14 -0.37
Br -15.696 10.967 0.517 -0.10 0.36 0.31 0.03
Br -16.840 11.895 3.372 0.64 0.41 -0.55 0.00
Br -15.825 14.127 1.133 0.27 -1.32 0.91 -0.03
H -14.535 12.130 2.267 -0.37 0.74 0.40 0.38
C -21.136 16.830 -3.744 1.01 -0.85 -0.67 -0.50
Br -20.769 18.171 -5.179 -0.41 -1.08 1.06 -0.01
Br -19.382 16.195 -2.967 -1.38 0.68 -0.44 -0.04
Br -22.129 15.202 -4.433 0.84 1.72 0.48 0.07
H -21.708 17.290 -2.939 0.10 -0.15 -0.35 0.42
C -22.562 11.017 -6.396 -0.42 -0.45 -0.37 0.65
Br -21.079 9.702 -6.561 -0.98 1.11 0.11 0.04
Br -24.242 10.184 -7.063 0.96 0.59 -0.06 -0.07
Br -22.185 12.763 -7.218 -0.09 -1.01 0.21 -0.03
H -22.790 11.240 -5.354 0.45 -0.28 -0.24 -0.65
C -17.440 12.192 -3.941 0.12 0.99 -1.35 -0.23
Br -16.488 11.685 -5.604 -0.44 -0.12 0.84 0.35
Br -19.157 12.937 -4.533 0.34 -0.51 0.47 0.37
Br -16.384 13.598 -3.050 -0.52 -0.81 -0.06 -0.05
H -17.622 11.322 -3.311 0.20 0.30 -0.06 0.00
C -12.714 10.996 -6.310 -1.07 0.21 -0.23 -0.42
Br -13.690 9.291 -6.379 0.54 0.37 0.45 -0.03
Br -13.005 11.969 -4.586 0.43 -0.74 -1.35 -0.03
Br -13.376 11.987 -7.901 0.48 -0.04 0.93 -0.05
H -11.655 10.799 -6.473 -0.32 0.13 0.27 0.43
C -18.840 15.671 -7.686 0.77 0.29 -0.74 -0.12
Br -17.313 15.725 -6.430 -0.87 -0.21 -0.83 0.03
Br -18.585 14.344 -9.198 -0.24 0.83 1.53 -0.03
Br -19.093 17.435 -8.511 0.11 -0.55 0.28 -0.06
H -19.750 15.485 -7.116 0.27 -0.38 -0.21 0.14
```
Positions in Å, forces in eV/Å.

## Properties
* HOMO-LUMO gap: 9.1 eV
* strongest force on any atom: 2.0 eV/Å
* LUMO level: -0.70 eV

***

Here is C21H30FeN11O4S as an isolated structure from the Open Molecules 2025 dataset. Energies are from wB97M-V/def2-TZVPD.

```
68
Properties=species:S:1:pos:R:3:forces:R:3:lowdin_spin:R:1
Fe -0.387 -0.597 0.895 0.25 0.40 -0.11 4.23
C 0.256 -5.872 2.018 -0.06 0.09 0.01 0.00
N -0.914 -5.050 2.343 0.03 -0.22 0.00 0.01
C -2.060 -5.502 2.976 0.16 -0.06 -0.06 0.00
C -2.888 -4.458 3.100 0.01 0.15 -0.02 0.00
N -2.236 -3.351 2.541 -0.16 0.13 0.11 0.01
C -1.023 -3.743 2.073 0.02 -0.02 -0.08 0.02
S 0.229 -2.865 1.318 0.10 -0.21 0.09 0.13
C -2.818 -2.057 2.487 0.08 -0.13 -0.03 0.01
C -3.809 -1.733 3.400 -0.07 -0.01 0.03 0.00
C -4.466 -0.524 3.265 -0.04 0.01 0.05 0.00
C -4.135 0.315 2.213 -0.03 -0.02 0.01 0.00
C -3.109 -0.073 1.381 -0.12 -0.15 -0.05 0.01
N -2.428 -1.229 1.522 -0.02 0.63 -0.04 0.06
H -0.004 -6.913 2.180 -0.01 0.00 0.02 0.00
H 1.095 -5.594 2.652 -0.01 0.00 0.03 0.00
H 0.531 -5.719 0.977 -0.04 -0.01 -0.02 0.00
H -2.189 -6.530 3.268 0.03 0.02 -0.03 0.00
H -3.885 -4.411 3.495 0.02 0.02 -0.03 0.00
H -4.061 -2.406 4.205 0.01 0.02 0.00 0.00
H -5.239 -0.248 3.971 0.01 -0.02 -0.02 0.00
H -4.657 1.247 2.047 0.02 -0.02 -0.01 0.00
H -2.820 0.530 0.529 0.02 -0.04 0.05 0.00
N -0.419 1.818 0.480 -0.02 -0.30 0.26 0.06
C -0.078 1.973 -0.946 -0.17 -0.08 0.28 0.00
C -0.866 3.114 -1.615 0.08 0.04 -0.24 0.00
C -0.148 3.826 -2.776 -0.06 -0.09 -0.02 0.00
C -0.279 3.165 -4.160 0.12 0.10 0.04 0.00
N 0.836 3.505 -5.047 -0.08 0.05 0.01 0.00
C 1.975 2.812 -5.138 -0.16 -0.05 0.22 0.00
N 2.958 3.273 -5.920 0.04 -0.02 -0.07 0.00
N 2.151 1.698 -4.453 -0.44 0.42 -0.27 0.00
C -0.294 0.622 -1.611 -0.12 -0.37 -0.05 0.01
O 0.142 0.413 -2.724 -0.03 0.03 -0.31 0.02
O -0.933 -0.290 -0.913 -0.11 0.11 -0.08 0.15
H -1.344 2.198 0.659 0.06 0.03 0.06 0.00
H 0.227 2.336 1.064 0.08 0.03 0.02 0.00
H 0.992 2.180 -1.022 0.00 0.02 0.08 0.00
H -1.038 3.867 -0.843 -0.01 -0.01 0.01 0.00
H -1.853 2.757 -1.931 0.02 0.02 0.01 0.00
H 0.913 3.924 -2.531 0.00 -0.01 0.04 0.00
H -0.549 4.838 -2.840 0.09 0.05 -0.01 0.00
H -1.185 3.501 -4.661 -0.06 -0.03 0.02 0.00
H -0.345 2.086 -4.076 -0.01 -0.05 -0.07 0.00
H 0.799 4.392 -5.521 -0.01 -0.01 -0.02 0.00
H 2.825 4.072 -6.514 -0.02 -0.02 -0.01 0.00
H 3.799 2.736 -6.048 0.00 0.00 0.02 0.00
H 1.444 1.326 -3.822 -0.03 0.04 -0.10 0.00
H 2.994 1.144 -4.547 0.05 0.00 -0.01 0.00
C 0.878 0.440 4.952 -0.01 -0.01 0.02 0.00
C 1.033 0.286 3.471 -0.53 0.04 0.00 0.01
N 2.218 0.458 2.942 0.38 -0.01 -0.20 0.00
O 0.013 0.029 2.765 0.04 -0.09 0.08 0.08
H 1.005 1.488 5.228 0.01 -0.01 -0.01 0.00
H 1.635 -0.143 5.475 0.00 0.03 0.01 0.00
H -0.112 0.114 5.255 0.00 0.00 -0.02 0.00
H 3.015 0.708 3.507 -0.05 -0.02 0.06 0.00
H 2.364 0.347 1.945 -0.08 0.06 -0.05 0.00
N 1.794 -1.871 -1.501 0.05 0.02 0.12 0.00
C 2.117 -0.790 -0.788 -0.34 -0.15 0.13 0.01
O 1.473 -0.541 0.323 0.57 -0.12 -0.22 0.13
C 3.115 0.094 -1.201 0.19 0.29 -0.16 0.01
C 3.651 0.015 -2.509 0.13 0.00 0.33 0.00
N 4.019 -0.016 -3.603 0.30 -0.39 0.29 0.00
C 3.383 1.207 -0.361 -0.02 -0.07 -0.07 0.00
N 3.512 2.089 0.372 -0.07 -0.06 0.00 0.00
H 2.215 -2.027 -2.403 0.00 0.00 0.00 0.00
H 0.965 -2.391 -1.267 -0.03 0.01 -0.03 0.00
```
Positions in Å, forces in eV/Å.

## Properties
* HOMO-LUMO gap (alpha / beta): 7.8 / 6.6 eV
* multiplicity: 6
* net charge: +2
* strongest force on any atom: 0.7 eV/Å
* LUMO level (alpha / beta): -5.33 / -6.48 eV

***

Here is a 2-piece molecular cluster, C2H2N2O2S overall from the Open Molecules 2025 dataset. Energies are from wB97M-V/def2-TZVPD.

```
9
Properties=species:S:1:pos:R:3:forces:R:3:lowdin_spin:R:1
C 1.198 0.168 -1.167 1.29 -0.74 4.07 0.09
C 0.343 -0.071 -0.207 -1.41 -0.75 -1.70 0.59
N 0.904 0.068 0.970 1.33 0.39 2.62 0.07
N -1.971 0.001 0.141 -2.18 0.43 0.44 0.48
O -2.212 -0.018 1.313 0.08 -0.17 -0.57 0.28
O -2.646 -0.022 -0.841 0.33 -0.11 0.46 0.30
S 2.464 0.137 0.185 0.41 0.39 -0.93 0.18
H 1.127 0.308 -2.140 0.33 0.69 -4.16 0.00
H 0.793 -0.572 1.747 -0.17 -0.13 -0.24 0.00
```
Positions in Å, forces in eV/Å.

## Properties
* HOMO-LUMO gap (alpha / beta): 8.1 / 6.3 eV
* multiplicity: 3
* strongest force on any atom: 4.3 eV/Å
* LUMO level (alpha / beta): 0.11 / -2.55 eV

***

Here is an isolated ion of composition C6H12NO and charge +1 from the Open Molecules 2025 dataset. Energies are from wB97M-V/def2-TZVPD.

```
20
Properties=species:S:1:pos:R:3:forces:R:3:mulliken_charge:R:1
C 2.159 -0.513 -0.394 -1.65 -0.02 -1.82 -0.52
C 0.980 0.301 -0.904 0.64 0.78 -0.48 -0.52
C -0.058 0.084 1.340 -0.12 2.86 -1.64 -0.60
C 1.902 -0.929 0.938 3.84 -0.15 1.77 0.11
C -2.451 0.817 -0.250 0.39 0.90 -1.00 -0.93
C -1.457 -0.315 -0.541 -0.60 -0.76 -2.68 -0.59
N -0.072 -0.227 -0.081 -2.85 0.33 1.63 -0.03
O 1.106 -0.643 1.833 -2.77 0.82 1.11 -0.19
H 2.292 -1.477 -0.906 -0.35 -0.12 -0.32 0.29
H 3.109 -0.078 -0.578 1.31 0.53 0.65 0.47
H 1.241 1.420 -0.902 -0.71 -1.27 0.44 0.30
H 0.763 0.060 -1.945 -0.05 -0.02 0.12 0.38
H 0.134 1.196 1.431 0.52 -1.08 0.44 0.37
H -1.013 0.008 1.933 1.25 -1.27 -0.67 0.40
H 2.719 -1.371 1.461 0.92 -1.18 -0.18 0.44
H -2.462 1.580 -1.104 0.10 -0.90 1.44 0.29
H -3.475 0.480 -0.104 0.09 -0.30 -0.22 0.33
H -2.178 1.283 0.684 -0.04 0.65 0.26 0.30
H -1.384 -0.376 -1.660 -0.07 -0.19 0.91 0.32
H -1.856 -1.298 -0.249 0.13 0.36 0.24 0.36
```
Positions in Å, forces in eV/Å.

## Properties
* HOMO-LUMO gap: 8.5 eV
* net charge: +1
* strongest force on any atom: 4.2 eV/Å
* LUMO level: -5.08 eV